Entry 1:
Density functional theory data (ωB97M-V/def2-TZVPD) for a 17-piece molecular cluster, C82H211N21O30 overall.

Atoms and positions in Å:
O (-5.2246, -4.4284, 5.2736)
O (2.5576, 3.7580, -3.9471)
O (-4.9427, 4.7973, 4.1276)
O (1.2850, 0.0112, -1.6534)
O (8.3132, -0.1168, 4.9140)
O (-9.3103, 4.5191, -1.4119)
O (4.2039, 3.5672, -6.7222)
O (-2.7715, -3.7946, -2.8014)
O (1.1481, 5.5856, 4.0964)
O (0.5649, 5.3218, -0.6198)
O (1.2484, -3.6854, -6.1440)
O (4.9347, -0.9314, -4.1050)
O (-3.4060, -4.7918, 1.1460)
O (-5.8142, 1.0571, -0.4021)
O (-2.4047, 1.7065, 5.0846)
O (-9.0233, -2.8384, -2.2266)
O (5.6901, 8.7202, -2.2580)
O (0.7735, -5.0136, 0.9254)
O (-3.0766, -1.6887, -7.8226)
O (-0.7405, -1.7164, 1.9553)
O (2.2594, 1.5968, 6.6846)
O (5.3954, 4.0012, 0.5642)
O (-7.4550, -5.5727, 2.7543)
O (0.8902, -4.6037, 5.6398)
O (3.7125, -1.4223, 2.7145)
O (-3.9115, 3.4425, -2.8091)
O (7.4680, -0.5434, -0.8763)
O (0.4646, 0.7628, -6.2671)
O (10.5614, 1.3312, -5.7655)
O (5.4970, -3.1610, 7.2777)
N (-0.7772, -5.5865, -1.5784)
N (-0.7853, -4.3773, -6.8556)
N (-9.8571, -4.3464, 0.1575)
N (-5.2405, 3.1567, 1.7183)
N (0.7952, 5.1570, -3.4368)
N (3.5105, 4.5738, 2.8752)
N (6.4708, 3.2322, -6.6161)
N (-1.4776, -0.5574, -0.7136)
N (5.1948, 3.2881, -4.5973)
N (-6.7068, 2.5594, -3.0538)
N (4.3890, -2.8186, -5.3324)
N (2.8904, -1.6709, -3.8203)
N (3.1989, 7.7800, -0.5750)
N (-0.0746, -2.0296, -6.7324)
N (4.6098, 0.4438, 5.1525)
N (7.3093, 1.0164, -4.2346)
N (4.7014, -3.5868, 4.4446)
N (1.8629, 5.3186, -5.5795)
N (-2.2223, 0.3403, -5.9096)
N (-5.4845, -3.0944, 2.7468)
N (-1.2812, -1.7494, 5.2195)
C (0.7563, -6.0249, 5.7493)
C (-3.7258, -2.4949, -8.7696)
C (-7.4835, 3.7463, -2.7707)
C (-3.1867, 2.2319, -2.7723)
C (0.7525, -6.3499, 0.2752)
C (4.8194, 3.1187, 1.5196)
C (-4.7365, -4.4693, 0.6955)
C (6.4822, -2.9116, 8.2333)
C (5.7265, -4.3859, 6.5623)
C (-8.7066, 3.3449, -1.9011)
C (-2.2776, 0.3035, 4.6690)
C (1.6151, 1.2756, -5.6861)
C (-2.2498, -5.0120, -3.4422)
C (-4.1627, -3.6178, -3.0802)
C (-4.6845, 1.1803, 0.3756)
C (0.0321, 0.0293, -2.4738)
C (4.7234, 3.8549, 2.7741)
C (-4.3601, 2.6214, 0.6403)
C (4.5678, -4.5140, 5.5687)
C (9.6091, 1.5364, -4.7975)
C (-1.7136, 1.0232, -7.1020)
C (-6.1149, -0.3119, -0.6930)
C (5.1749, 3.4076, -5.9837)
C (-1.1196, -0.2909, 5.3775)
C (-10.4177, -3.1024, -0.3318)
C (-0.0081, 6.3907, 4.1858)
C (-4.7361, -3.1312, 5.0474)
C (3.9455, -2.7516, 2.2921)
C (7.4062, -1.8462, -0.2642)
C (-0.4799, 1.7733, -6.6259)
C (10.3375, 1.9188, -7.0310)
C (-8.3714, -5.6563, 1.6552)
C (-3.0864, -6.0842, 0.7123)
C (2.2625, 6.3974, 3.9601)
C (4.5123, 7.2168, -0.5622)
C (-4.5364, 3.5682, -4.0455)
C (-5.5453, 3.5379, 4.1853)
C (7.6597, -0.4844, -2.3143)
C (-5.0895, 2.5915, 3.0535)
C (0.7069, -5.0394, 2.2990)
C (0.5869, -6.0887, -1.1953)
C (6.9430, 9.0975, -1.7033)
C (-5.7030, 5.8534, 4.7482)
C (-1.3238, 2.5143, 4.6447)
C (-2.0932, -1.6378, 0.0170)
C (-5.2190, -3.1424, 1.2800)
C (2.1074, 1.1235, -2.0696)
C (3.6195, -3.6959, 3.4699)
C (-9.3995, -2.2315, -0.9996)
C (2.8800, 0.3254, 6.6917)
C (2.2664, 6.9359, -1.3032)
C (-7.7653, -3.4760, -2.1711)
C (-4.3188, -2.9370, 3.6354)
C (4.3388, 0.2870, 6.6027)
C (-8.0891, -5.3215, 4.0161)
C (-10.5511, 4.2504, -0.7618)
C (-5.8039, 2.6735, -4.1604)
C (8.5002, 0.5779, -5.0176)
C (0.2224, 4.1521, 0.0806)
C (2.3961, 2.3581, 5.4879)
C (6.0435, 0.6734, 4.8710)
C (-3.6599, -1.7451, -6.5411)
C (4.1331, -0.4300, 1.8138)
C (-1.1922, -2.5136, 0.9186)
C (1.9567, 5.6279, -0.5003)
C (1.8520, 4.6945, -4.2561)
C (5.3332, 3.4890, -0.7359)
C (4.1473, -1.7915, -4.4120)
C (-9.1427, -4.2735, 1.4059)
C (7.3976, 0.9049, -2.7592)
C (7.0336, -0.3324, 5.5073)
C (5.3062, 7.3679, -1.9521)
C (-0.3714, -3.9922, 5.6243)
C (3.5555, 5.5539, 3.9231)
C (0.6050, -1.2942, 1.7851)
C (8.4164, -0.4435, 3.5417)
C (0.1780, -3.3423, -6.6148)
C (-0.1451, -2.5399, 5.5784)
C (-4.2408, -5.4795, 5.1023)
C (-0.8298, -5.2878, -3.0141)
C (-3.5205, -0.3433, -5.9123)
C (-0.8565, -1.0246, -1.9519)
H (2.1485, 1.9289, -6.3737)
H (0.3640, -2.1607, 6.4457)
H (-5.8647, 5.5216, 5.7815)
H (2.5213, 4.9002, -6.2449)
H (7.1606, 10.1510, -1.8769)
H (0.2008, -6.3278, 6.6444)
H (10.1016, 1.3712, -3.8219)
H (7.0236, -1.1824, -2.8781)
H (3.2854, 8.5912, -1.1769)
H (-1.7374, 3.5485, 4.6002)
H (6.7697, -1.8666, 0.6168)
H (4.9822, -3.0090, 1.9817)
H (2.4215, 1.7303, 4.5782)
H (6.7781, -2.6557, -0.6609)
H (-5.4560, 1.6893, -4.4530)
H (1.7755, -6.7098, 0.4791)
H (-3.8965, -1.9543, 3.4265)
H (-1.1232, -4.8036, -1.0473)
H (7.6725, -1.2239, 3.3639)
H (5.1609, -0.6309, 1.5588)
H (-6.4728, 3.0342, -4.9765)
H (-3.6956, -6.8521, 1.2405)
H (3.3411, 2.8929, 5.4799)
H (6.2202, -2.0176, 8.8046)
H (-1.8253, -3.3329, 1.2420)
H (-4.7060, -4.4728, -0.4607)
H (-11.0982, -3.4966, -1.1058)
H (0.7274, 6.1363, -3.6341)
H (2.2951, -2.4378, -4.0827)
H (-4.0102, 2.4186, 3.1789)
H (5.2548, -2.6978, -5.8119)
H (4.8656, 3.2409, 3.6691)
H (-3.4449, -5.1798, 5.7651)
H (5.5898, 4.5478, 2.8317)
H (1.4440, 1.9622, -2.0231)
H (-7.0744, -2.9927, -1.4939)
H (-0.8707, -1.7809, -7.3040)
H (-0.8234, 3.9870, -0.1500)
H (-8.5439, -2.1132, -0.3534)
H (-4.4581, -2.6883, -2.5834)
H (-3.4784, -2.2449, -9.7929)
H (-7.3085, -5.5890, 4.7171)
H (1.7697, -6.4257, 5.8529)
H (-6.9499, 4.5226, -2.2864)
H (-3.5241, -3.6222, 3.3531)
H (8.7341, -0.8263, -2.6062)
H (9.4779, -0.6410, 3.4014)
H (3.5391, -4.7675, 3.2201)
H (-3.1104, -2.4941, -5.8849)
H (-6.6240, 6.0333, 4.1765)
H (3.6428, -3.3801, -5.8058)
H (-0.2593, 7.0032, 3.3130)
H (-0.3565, -3.0009, 0.3573)
H (-4.1335, -3.4235, -4.1678)
H (2.2109, 0.4245, -5.3675)
H (-3.8771, 1.3855, -2.7090)
H (3.6365, -4.3017, 6.1625)
H (-5.2105, -0.7687, -1.1076)
H (-3.5579, -3.5803, -8.5895)
H (-2.5224, 2.1334, -3.6533)
H (4.4176, 6.1560, -0.2506)
H (7.7366, 8.5004, -2.2049)
H (-0.7470, -0.1396, -0.1358)
H (5.4676, 2.2621, 1.5908)
H (-2.5690, -2.2896, -0.7237)
H (4.5309, -5.5352, 5.1676)
H (3.8239, 2.8212, 1.1939)
H (0.3154, 4.3638, 1.1454)
H (0.9225, 5.5733, -5.8614)
H (-5.3823, -5.3617, 0.9990)
H (-0.5880, 2.4719, 5.4291)
H (3.3043, -3.0175, 1.4825)
H (8.1684, 1.6148, -2.4790)
H (2.9475, 1.1868, -1.3513)
H (2.3755, 0.9593, -3.1227)
H (-0.4760, 1.0019, -2.3791)
H (-6.8439, -0.1803, -1.5190)
H (0.7128, -0.7205, 0.8815)
H (-2.8831, -1.2465, 0.6777)
H (-0.1607, 0.0717, 4.9071)
H (-5.5787, 1.6166, 3.1944)
H (-8.9967, -5.8899, 4.2720)
H (4.6605, 1.2253, 7.0658)
H (0.7309, -6.9792, -1.7828)
H (-10.2373, 3.8123, 0.1668)
H (6.4579, 1.2958, -2.4443)
H (-3.1554, -6.1764, -0.3872)
H (-4.8510, 4.6217, -4.1077)
H (4.0867, 0.4804, 2.3962)
H (0.3342, -6.4756, 4.8775)
H (-2.0886, 0.2016, 3.5612)
H (5.1962, 7.6797, 0.1454)
H (-3.3242, 2.7528, 0.9289)
H (4.7964, -2.6688, 4.7809)
H (8.0705, 0.3655, 2.9016)
H (4.2231, -0.4277, 4.7496)
H (-4.5975, 3.2311, -0.2412)
H (-1.1454, -0.0171, 6.4513)
H (-10.8977, -2.5711, 0.4739)
H (-0.8825, 2.1410, 3.6956)
H (2.6850, -0.9198, -3.1804)
H (-1.5900, -4.3863, -7.4685)
H (6.5105, 0.4330, -4.4618)
H (-9.7062, -3.8346, 2.2351)
H (-8.3162, -3.5705, 1.2878)
H (-0.8150, 5.6781, 4.1773)
H (-6.6061, 3.7129, 4.2536)
H (2.6441, -3.3373, 3.9011)
H (-2.8301, -5.9158, -3.1495)
H (-11.0997, 5.1921, -0.5831)
H (-4.8066, -2.3801, -8.6712)
H (2.4006, 7.0521, 4.8714)
H (5.6710, 2.4273, -0.7214)
H (-3.8976, -2.9103, 5.7384)
H (-6.2716, 2.1860, -2.1910)
H (1.3543, 7.4726, -1.5019)
H (8.1775, 0.5290, -6.0707)
H (2.4758, -0.1048, 7.6051)
H (10.2707, 3.0219, -6.8974)
H (-3.7687, -0.6054, -4.8491)
H (-3.8012, 3.3907, -4.8493)
H (-7.9490, -4.5497, -2.0039)
H (-6.1605, -3.0311, 0.7856)
H (1.3646, 1.8653, -4.7822)
H (-4.5431, -2.3198, 0.9857)
H (-0.5033, -6.1726, -3.5711)
H (4.6676, 7.0924, -2.8139)
H (-2.4589, 1.7542, -7.4574)
H (6.7151, -4.3104, 6.0084)
H (-8.2129, -4.2187, 4.1528)
H (-4.8106, -6.3922, 5.3147)
H (-0.0328, 7.0394, 5.0793)
H (2.4931, -0.2432, 5.8669)
H (5.9551, 2.7097, -4.2526)
H (7.5444, -2.8411, 7.9601)
H (8.8218, -0.4708, -4.7911)
H (2.2301, 5.6263, 0.5851)
H (-1.5717, -1.3652, -2.6768)
H (-4.8017, 0.6788, 1.3507)
H (6.4268, -3.7861, 8.8731)
H (-1.5513, -0.3203, -5.5520)
H (-5.1485, 4.1674, 1.7746)
H (-0.1917, -1.8969, -1.7799)
H (0.8799, -4.0519, 2.6820)
H (-8.4123, 2.6637, -1.0890)
H (-1.4630, -1.8816, 4.2356)
H (7.1593, 2.7131, -6.0693)
H (1.2486, -2.1739, 1.7740)
H (-7.8258, 4.1337, -3.7014)
H (-0.6871, 2.5132, -5.8498)
H (-2.0612, -6.3678, 0.9686)
H (2.1970, 7.0467, 3.0878)
H (-10.5834, -5.0710, 0.1412)
H (6.1788, 6.7157, -1.9434)
H (-0.1782, -4.4535, -3.3407)
H (0.9136, 3.3169, -0.1906)
H (4.3175, 3.5287, -1.1770)
H (11.2280, 1.5686, -7.6014)
H (6.0326, 4.1214, -1.3179)
H (-9.8145, -1.2534, -1.1778)
H (6.3462, 1.6572, 5.2927)
H (-2.5255, 2.1945, -1.9251)
H (-11.2644, 3.6071, -1.2641)
H (-5.5814, -2.4438, 5.2799)
H (8.4228, -2.3054, -0.0286)
H (6.6815, -1.3980, 5.3461)
H (-1.0074, -4.3857, 6.4483)
H (-5.2413, 3.0288, 5.1089)
H (-0.3984, -5.3086, -6.7674)
H (0.7945, 4.9395, -2.4355)
H (-3.8288, 0.6722, -0.1227)
H (-4.8406, -4.4490, -2.8350)
H (1.3967, -5.7421, 2.7636)
H (-3.9042, -5.5164, 4.0651)
H (-1.4456, 0.4301, -8.0698)
H (-5.0294, 6.6729, 4.5508)
H (-4.2511, 0.2924, -6.3474)
H (-7.3130, -3.3174, -3.1509)
H (-4.7095, -1.9256, -6.5303)
H (-0.8191, -4.2376, 4.6375)
H (-7.9323, -5.9964, 0.7367)
H (-2.3465, -4.8776, -4.5409)
H (5.7461, -5.3464, 7.1809)
H (-9.4133, 2.8395, -2.5448)
H (1.5414, 3.0119, 5.3501)
H (-0.3104, -5.3907, 2.6073)
H (-6.0892, -3.8827, 2.9862)
H (4.3144, 3.0158, -4.2144)
H (-0.1245, 2.3263, -7.5138)
H (-6.4077, -0.8672, 0.1932)
H (6.9603, 8.8338, -0.6077)
H (2.3498, 4.7537, -0.9799)
H (-9.1221, -6.4307, 1.9188)
H (0.8508, -0.6643, 2.6329)
H (0.7280, -1.3934, -6.7144)
H (0.3098, -0.1287, -3.5636)
H (-0.0354, -6.9790, 0.7165)
H (0.6063, -2.4536, 4.7744)
H (3.5952, 5.0955, 4.8944)
H (7.2089, -0.1395, 6.5783)
H (6.3946, 2.9653, -7.5927)
H (2.6554, 4.0269, 2.8138)
H (9.3749, 1.5382, -7.4344)
H (2.6074, 6.5948, -2.2990)
H (-3.1926, -0.2051, 4.9916)
H (3.5095, -0.4038, 0.9129)
H (6.0979, 0.8093, 3.7863)
H (9.1718, 2.5527, -4.7803)
H (4.3774, 6.2134, 3.7005)
H (4.8460, -0.5434, 7.1388)
H (1.3735, -5.3724, -1.5119)

Computed properties:
E_HOMO ... -8.01 eV
Total charge ... 0
Largest force on an atom ... 3.14 eV/A
LUMO ... 0.3 eV
Energy ... -6657.37623 Eh

---

Entry 2:
Density functional theory data (ωB97M-V/def2-TZVPD) for one molecule with the formula C2H5N5.

Atoms and positions in Å:
N (0.4001, -1.4700, -0.0055)
N (1.4627, 0.4242, 0.0077)
N (0.1363, 0.6505, -0.0117)
N (-0.4318, 1.9167, 0.0027)
N (1.6025, -0.8452, 0.0030)
C (-1.9822, -0.6942, 0.0033)
C (-0.5097, -0.5272, -0.0064)
H (-2.2050, -1.7633, 0.0045)
H (-2.4410, -0.2134, -0.8590)
H (-2.4140, -0.2382, 0.8982)
H (-0.1020, 2.4145, -0.8203)
H (-0.0751, 2.3953, 0.8218)

Computed properties:
SMILES ... Cc1nnnn1N
E_HOMO ... -10.42 eV
Total charge ... 0
Largest force on an atom ... 0.23 eV/A
LUMO ... 0.8 eV
Energy ... -352.93091 Eh
ΔE to the lowest compared entry with this formula, charge and spin ... 52.6 kcal/mol

---

Entry 3:
Density functional theory data (ωB97M-V/def2-TZVPD) for a 2-piece molecular cluster, C4H9O2 overall.

Atoms and positions in Å:
O (-1.3110, 0.3758, -1.5847)
O (-2.5662, 1.8710, -0.4913)
C (0.1633, -1.7913, 1.3374)
C (-1.5192, 1.4813, -1.0071)
C (-0.3836, 2.4497, -0.9227)
C (1.3455, -1.9005, 0.3966)
H (0.3529, 2.5381, -1.6975)
H (-0.5497, -2.6794, 1.3278)
H (0.5209, -1.5492, 2.3136)
H (1.3778, -2.8709, -0.1502)
H (2.2552, -1.7263, 1.0284)
H (-0.3312, -0.7739, 0.9329)
H (0.2495, 2.3519, -0.0432)
H (-0.9375, 3.4318, -1.0376)
H (1.3331, -1.2081, -0.4025)

Computed properties:
E_HOMO ... -3.66 eV
Total charge ... -1
Largest force on an atom ... 3.54 eV/A
LUMO ... 4.0 eV
Energy ... -308.30736 Eh
ΔE to the lowest compared entry with this formula, charge and spin ... 23.5 kcal/mol

---

Q: Among the records above, which one has the highest energy?
A: C4H9O2